221
Properties=species:S:1:pos:R:3:forces:R:3 method="wB97M-V/def2-TZVPD" relative_energy_kj_mol=455.3 homo_lumo_gap_ha=0.33217 largest_force_ha_per_bohr=0.0668
C -5.2924 3.0835 1.3907 1.158 1.965 0.807
C -4.3234 3.8016 0.4660 0.246 1.384 -0.156
C -3.5371 5.0762 1.0314 -1.112 -0.973 1.799
O -4.3424 6.1932 1.4486 -1.295 -1.396 -1.227
C -3.6459 7.1550 2.1398 1.235 0.331 1.464
N -3.3416 2.8456 0.0084 1.658 -0.462 0.270
H -4.7094 2.5008 2.1133 -0.237 0.346 0.281
H -5.9100 2.4187 0.8859 -1.070 -1.234 -1.181
H -5.9184 3.8536 1.8398 -0.056 -0.241 0.487
H -4.8194 4.1413 -0.4561 -0.390 0.142 0.383
H -2.8543 5.3649 0.2783 0.718 0.630 -1.205
H -2.9013 4.7772 1.8890 -0.365 -0.222 -0.170
H -4.2997 7.9241 2.6232 0.105 -0.861 -0.594
H -2.9526 7.7033 1.4684 0.027 -0.284 0.432
H -3.0984 6.6124 2.9822 -0.136 1.003 -0.813
H -3.2037 2.1286 0.7308 -0.113 0.276 -0.351
H -2.4255 3.3185 -0.0141 -0.389 -0.396 -0.219
C 3.1334 -5.2675 1.4856 -0.247 -0.976 1.994
C 1.9451 -4.3109 1.2420 1.554 -0.976 0.644
C 1.3630 -3.6440 2.4957 -1.192 -1.273 -1.296
O 0.3107 -2.8107 2.0066 1.168 -0.893 0.043
C -0.3156 -2.2076 3.0884 -0.547 0.350 -0.764
N 2.5007 -3.3018 0.3434 -0.872 0.293 1.038
H 4.0773 -4.8293 1.8589 -0.545 0.253 -0.270
H 3.3684 -5.8779 0.6189 -0.050 0.207 -0.421
H 2.8482 -6.0287 2.2613 0.153 0.567 -0.505
H 1.1937 -5.0185 0.8533 -0.324 0.761 -0.398
H 2.0796 -3.1003 3.0540 1.021 0.957 0.387
H 0.8914 -4.3518 3.2117 0.392 -0.164 -0.478
H -0.7976 -2.9415 3.7381 0.039 0.033 0.224
H -1.0512 -1.6113 2.5782 -0.680 0.639 0.466
H 0.3973 -1.5828 3.6074 0.063 0.311 0.597
H 2.8827 -3.7624 -0.4425 0.401 -0.399 -1.031
H 1.7772 -2.6915 0.0115 -0.366 0.359 -0.198
C -4.4938 -7.3431 -3.6669 0.072 0.685 -1.341
C -4.1285 -6.2786 -2.6364 0.706 0.416 2.084
C -4.4034 -4.8016 -2.9980 1.053 -2.481 -1.683
O -3.7497 -4.6732 -4.2687 -0.735 1.440 0.238
C -4.0870 -3.3720 -4.7004 1.118 1.515 -0.388
N -4.7867 -6.4488 -1.3102 -0.974 -1.477 -0.150
H -3.9350 -7.2422 -4.6439 -0.458 0.013 1.140
H -5.5610 -7.3566 -3.9310 0.078 0.391 0.137
H -4.3146 -8.3244 -3.2713 0.406 -0.524 0.325
H -3.0484 -6.3432 -2.3569 -0.548 0.021 -0.731
H -3.9797 -4.0830 -2.3220 0.150 0.133 0.727
H -5.4549 -4.6109 -3.1533 -0.639 0.032 0.222
H -3.7702 -2.5719 -3.9592 -0.613 -0.921 -0.278
H -5.1605 -3.2468 -4.9398 0.379 -0.175 0.180
H -3.4746 -3.0825 -5.5635 -0.283 -0.476 -0.179
H -4.6812 -7.4123 -0.9137 0.573 1.010 -0.565
H -5.7800 -6.5001 -1.5408 -0.195 0.438 0.266
C -0.9073 -0.7870 -1.2134 -0.661 1.548 -0.026
C -0.5407 0.4397 -0.2879 -0.865 -0.839 -2.529
C 0.7903 0.2614 0.3477 -1.654 -2.961 0.531
O 0.9204 1.2451 1.2827 0.100 1.100 1.186
C 2.2038 1.2713 1.8573 -0.670 -0.004 0.990
N -0.4436 1.5850 -1.1925 0.206 0.502 -0.565
H -1.5611 -0.3888 -2.0295 0.117 -0.416 0.794
H -1.4427 -1.5557 -0.6523 0.262 -0.124 -0.185
H -0.0525 -1.1526 -1.7736 0.419 -0.300 0.313
H -1.3382 0.5873 0.4055 -0.576 -0.119 0.970
H 1.4099 0.3155 -0.5124 1.524 0.266 -0.463
H 0.8569 -0.8031 0.7927 0.079 1.466 -0.377
H 2.8533 1.2554 1.0266 1.538 0.001 -0.638
H 2.3769 0.4090 2.5324 -0.004 0.197 -0.376
H 2.3100 2.1924 2.4365 0.002 -0.068 -0.128
H -0.2014 2.4454 -0.7318 0.301 0.152 0.497
H -1.2990 1.7997 -1.6897 -0.221 -0.381 0.124
C -4.1732 4.8301 -3.4643 0.326 -1.286 -1.181
C -3.0529 5.3998 -2.6497 1.713 0.172 0.914
C -1.7096 5.5517 -3.4356 -0.803 -0.445 0.004
O -1.8394 6.3954 -4.5754 -0.735 -0.311 1.238
C -0.6080 6.6253 -5.2178 -0.877 1.470 0.844
N -3.3709 6.7098 -2.0066 -0.453 -0.539 -1.195
H -5.0554 4.6839 -2.8325 0.009 0.085 -0.273
H -3.8532 3.8119 -3.8629 -0.513 1.097 0.466
H -4.3819 5.4604 -4.3417 -0.191 -0.122 0.345
H -2.8286 4.6303 -1.8457 -0.113 0.948 -0.677
H -1.4186 4.5518 -3.7804 0.154 -0.088 0.095
H -0.9202 5.9466 -2.7760 -0.234 -0.057 0.007
H -0.8388 7.5695 -5.7373 0.843 -0.334 -0.168
H -0.4452 5.8278 -5.9101 0.753 -0.537 -0.479
H 0.1854 6.7756 -4.4443 -0.232 -0.195 -0.865
H -3.3331 7.3867 -2.8084 -0.431 -0.569 1.172
H -4.3531 6.6006 -1.6866 0.818 0.679 -0.245
C -2.1897 1.8875 4.4110 0.199 -1.482 0.672
C -1.0884 2.9121 4.3082 -0.636 1.354 -1.130
C 0.2554 2.3391 4.7356 -0.151 -0.089 0.229
O 0.4305 1.9896 6.1029 -0.383 -0.736 -0.068
C -0.0629 2.9277 7.0299 0.866 0.098 0.572
N -1.0086 3.3695 2.9068 -0.120 -1.230 -0.615
H -2.1716 1.4356 5.4076 -0.348 0.354 0.251
H -2.0513 0.9713 3.8105 0.526 0.502 -0.390
H -3.1783 2.2179 4.1516 -0.379 0.591 0.113
H -1.3988 3.8641 4.8236 0.450 -1.054 0.183
H 1.0373 3.0450 4.4500 0.222 0.101 -0.101
H 0.3533 1.4106 4.1476 0.341 0.254 0.257
H 0.3321 3.9242 6.7014 -0.526 -0.359 0.743
H 0.3320 2.6232 8.0547 -0.340 0.565 -1.364
H -1.1621 2.9136 7.0916 0.229 0.243 -0.140
H -0.7337 2.5839 2.2767 -0.043 0.889 0.690
H -0.3788 4.1480 2.7513 0.107 -0.236 0.015
C 0.5924 7.3733 3.9760 1.003 0.390 0.768
C 1.3193 6.0271 4.0555 -0.577 -1.032 -0.412
C 2.0551 5.6466 2.7614 -0.648 1.322 -0.023
O 1.1162 5.2289 1.7735 0.060 0.038 0.430
C 1.5997 5.4025 0.4744 0.615 1.274 -0.195
N 2.3045 5.9669 5.1316 0.048 -0.387 0.285
H -0.0837 7.4400 3.1159 0.167 -0.058 0.228
H 1.3856 8.1595 3.9335 -0.669 -0.367 -0.194
H 0.0422 7.5606 4.9251 0.134 -0.176 -0.671
H 0.5504 5.2381 4.1638 0.063 0.203 0.144
H 2.7929 4.8903 2.9436 0.413 -0.756 0.171
H 2.5998 6.5447 2.4310 -0.051 -0.106 -0.207
H 0.8165 5.3145 -0.2654 -0.347 -0.521 0.044
H 2.4644 4.7842 0.2361 -0.049 -0.479 -0.004
H 1.9559 6.4392 0.3694 0.023 -0.015 -0.045
H 2.7803 5.0591 5.1080 0.157 0.355 -0.296
H 1.8521 5.9265 6.0384 -0.231 0.480 0.028
C -1.0960 -8.2678 -1.2692 1.066 -2.509 -0.421
C -0.4114 -7.9411 -2.6116 -1.684 1.703 -0.043
C 0.5951 -6.8258 -2.4507 0.451 0.437 0.095
O 0.0665 -5.6142 -1.9462 0.741 -0.500 -0.259
C -0.3643 -4.7097 -2.9498 -0.768 -0.202 0.514
N 0.2782 -9.0756 -3.0775 0.910 -1.646 0.329
H -1.5638 -9.3006 -1.3419 0.354 1.293 -0.010
H -1.7731 -7.5926 -0.8282 -0.842 1.129 0.059
H -0.2769 -8.3871 -0.5389 -0.192 -0.022 -0.067
H -1.1169 -7.5974 -3.3879 -0.186 -0.276 0.362
H 1.1285 -6.6989 -3.4109 -0.302 0.323 0.061
H 1.3851 -7.1965 -1.7740 -0.248 0.291 0.268
H -0.4500 -3.7627 -2.4034 0.074 0.066 -0.668
H -1.3376 -4.9982 -3.3526 -0.331 0.082 0.194
H 0.2676 -4.6975 -3.8324 0.701 0.338 0.156
H 1.1425 -9.0546 -2.5427 0.267 -0.780 -0.428
H 0.4831 -9.1323 -4.0620 0.009 0.336 -0.067
C 0.2891 -0.6236 -6.8627 -2.044 0.086 0.555
C -0.0243 -2.0768 -7.1569 1.193 0.075 -1.366
C 0.1762 -2.9284 -5.9228 -1.648 -0.661 0.160
O 1.4960 -3.1595 -5.4724 0.422 0.361 -0.710
C 2.3875 -3.5017 -6.5569 -1.367 -2.086 0.285
N -1.4109 -2.2702 -7.5489 0.261 1.752 1.112
H -0.5390 -0.3190 -6.1733 0.737 0.085 -0.280
H 0.2529 0.0704 -7.6929 0.046 -0.134 -0.457
H 1.2158 -0.5131 -6.3597 0.955 0.063 0.503
H 0.6792 -2.4704 -7.9470 -0.676 0.466 0.468
H -0.4261 -3.8551 -6.1645 1.105 0.038 0.365
H -0.4542 -2.4765 -5.1292 0.804 -0.076 0.026
H 1.8873 -4.3426 -7.1151 0.683 0.261 0.467
H 3.3749 -3.8229 -6.2061 -0.475 0.216 0.334
H 2.4756 -2.7612 -7.3060 0.363 1.287 -0.369
H -1.7591 -1.6612 -8.2658 0.163 0.167 -0.265
H -1.5582 -3.2018 -7.7720 -0.552 -1.915 -0.713
C 3.6030 0.7378 5.6929 0.558 0.982 0.445
C 4.6646 1.5513 6.4135 -0.773 -0.250 1.583
C 4.4041 3.0444 6.4646 0.497 -0.333 -0.764
O 4.2951 3.6285 5.2014 0.708 0.057 -1.594
C 5.5567 3.6036 4.4988 -1.309 1.633 -0.869
N 4.6492 1.1607 7.8464 0.298 2.883 -0.526
H 2.7103 0.6693 6.2850 -0.551 0.095 0.202
H 4.0286 -0.2160 5.5648 0.249 -1.530 -0.297
H 3.3928 1.1348 4.7217 -0.224 0.332 -0.604
H 5.6288 1.3008 6.0048 0.574 0.242 -0.582
H 5.2408 3.5440 6.9839 -0.418 -0.063 0.407
H 3.4400 3.2065 6.9016 -0.372 0.107 0.804
H 5.6787 2.8233 3.7662 -0.449 -0.736 -0.180
H 6.3111 3.4699 5.2337 1.116 0.368 0.463
H 5.6257 4.5679 3.9074 0.175 -0.875 0.980
H 5.4351 1.6179 8.3271 -0.487 -0.853 -0.101
H 4.6064 0.2005 7.9444 0.318 -2.179 0.517
C -7.1864 -2.5588 -1.3439 1.911 1.613 1.876
C -7.5286 -1.8181 0.0195 -0.170 -0.541 -1.726
C -6.6346 -0.6794 0.4400 1.069 0.022 -0.987
O -5.2466 -1.0800 0.3804 -0.568 0.139 1.575
C -4.9502 -1.6960 1.6602 1.105 -0.438 -0.520
N -8.8513 -1.2716 -0.0921 -0.498 1.577 -0.543
H -8.0256 -3.1139 -1.6731 -0.874 -0.482 -0.318
H -6.3454 -3.2351 -1.1445 -0.033 0.169 -0.478
H -6.8973 -1.7667 -2.0692 -0.139 -0.693 0.195
H -7.5485 -2.5339 0.8400 0.074 -0.275 -0.032
H -6.7979 -0.4723 1.4853 -0.779 0.575 0.130
H -6.8506 0.2407 -0.1602 0.514 -0.781 0.243
H -5.6775 -1.4763 2.4518 0.024 0.073 -0.321
H -3.9715 -1.3421 2.0285 -0.269 -0.054 -0.326
H -4.8834 -2.7959 1.5630 -0.079 0.390 -0.065
H -9.4522 -1.9480 0.2592 -1.750 -1.093 0.574
H -9.1578 -1.0482 -1.0517 0.538 -0.197 0.715
C 5.1894 -1.4718 -2.0963 -0.701 -0.767 0.542
C 3.7160 -1.8377 -2.4524 0.350 -0.121 2.056
C 3.2886 -1.0254 -3.6452 1.892 0.178 0.083
O 3.7424 0.3296 -3.5545 0.836 -0.800 -1.138
C 3.0354 1.1366 -2.6533 -1.369 -0.905 -1.076
N 3.6171 -3.2567 -2.7925 1.386 -1.801 1.198
H 5.7773 -1.5656 -2.9807 0.475 0.591 -0.918
H 5.7321 -2.1727 -1.4174 -0.976 0.392 0.089
H 5.1504 -0.4578 -1.6705 0.533 -0.417 -0.350
H 3.1346 -1.4887 -1.5288 0.247 -0.827 -0.993
H 2.2569 -1.0959 -3.7591 -2.181 0.193 -0.248
H 3.7177 -1.5805 -4.5013 0.151 0.967 0.044
H 2.0106 1.2214 -3.0760 0.236 0.442 0.661
H 3.5181 2.0994 -2.5862 0.139 0.200 0.070
H 2.9657 0.6235 -1.7075 0.021 0.258 0.686
H 4.1822 -3.8856 -2.1419 -1.095 1.397 -1.226
H 2.7489 -3.7508 -3.0220 0.130 1.034 0.216
C 7.7005 -1.5333 2.1210 -0.314 -0.176 -0.805
C 6.2546 -1.0053 2.3729 0.724 -0.515 1.140
C 5.6607 -0.1180 1.3150 -0.172 0.341 -0.652
O 5.9340 1.2059 1.7015 -0.070 1.672 -0.470
C 5.8757 2.1183 0.5874 0.956 -0.182 0.463
N 5.2937 -2.0772 2.6152 -0.519 -0.487 -0.911
H 8.1636 -2.0780 2.9501 -0.611 -0.125 0.129
H 8.4520 -0.7894 1.8911 -0.145 0.708 -0.127
H 7.6782 -2.1939 1.2409 0.014 -0.039 0.232
H 6.3002 -0.4586 3.3564 -0.210 -0.022 -1.068
H 4.5698 -0.3533 1.2246 0.532 0.453 0.271
H 6.0534 -0.2414 0.2926 0.303 -0.495 0.343
H 5.8771 3.1851 0.8837 0.303 -0.741 0.374
H 4.9654 1.9742 0.0686 -1.170 -0.240 -0.765
H 6.7061 1.9223 -0.1285 -0.336 0.143 0.473
H 5.7822 -2.7243 3.1714 0.416 -1.171 1.231
H 5.0467 -2.6488 1.7850 0.153 0.919 0.246